Computed, not measured: a 2-piece molecular cluster, C2H3FO2S overall, with ωB97M-V with the def2-TZVPD basis set.

XYZ file:
```
9
Properties=species:S:1:pos:R:3:forces:R:3:lowdin_charge:R:1
C 1.41588 0.18864 0.33991 -1.4299 1.2859 2.9429 0.056
C 0.50033 0.01218 -0.56563 0.1087 -0.5593 -0.2808 -0.239
O -1.25851 0.61710 1.35334 0.5309 -0.6070 -0.1788 -0.241
O -1.99621 0.86852 -0.96747 0.3548 -0.5453 -0.4083 -0.230
F -1.62005 -2.14516 -0.24061 0.8024 3.2350 0.2992 -0.494
S -1.11995 0.28351 -0.02066 -2.0005 -1.7358 -0.2722 0.883
H 2.44761 -0.03224 0.35168 0.8811 -0.0954 -0.5508 0.083
H 0.94292 0.61593 1.25731 1.2843 -0.5119 -0.2696 0.088
H 0.68799 -0.40848 -1.50786 -0.5317 -0.4662 -1.2815 0.094
```
Positions in Å, forces in eV/Å.

Computed properties:
- Relative energy (zero: lowest compared OMol25 entry of this formula, charge and spin): 4.143 eV
- HOMO level: -11.1 eV
- Total charge: 0
- Gap between HOMO and LUMO: 8.6290 eV



Computed, not measured: C24H23BrN8NbO3PS as an isolated structure, with ωB97M-V with the def2-TZVPD basis set.

XYZ file:
```
62
Properties=species:S:1:pos:R:3:forces:R:3:lowdin_charge:R:1
Nb 11.78605 12.36845 8.30534 -3.8249 4.6728 -1.3016 1.866
C 11.85221 7.14892 8.56521 1.1973 -0.5245 -1.3324 0.023
N 11.00362 8.32208 8.35096 -0.6483 -0.0780 0.1952 -0.085
C 9.60064 8.36998 8.43864 1.7662 -0.7016 0.0431 0.047
C 9.21178 9.65792 8.35491 1.8094 1.9976 -0.3216 -0.004
N 10.39450 10.44743 8.20057 0.4794 -0.6081 -0.0103 -0.052
C 11.44826 9.57795 8.16902 -2.1262 1.4646 0.3660 -0.495
P 13.12835 10.27616 8.14169 1.6400 -1.0308 0.4509 1.211
C 13.14092 11.41415 9.72653 0.1603 -0.5884 1.5217 -0.542
N 12.02503 11.84994 10.43936 0.8652 -0.3474 0.4429 -0.023
C 12.42958 12.11857 11.75609 -1.1719 -0.0485 -3.1657 0.043
C 13.78591 11.96025 11.79343 1.5226 -1.0602 -0.4083 0.056
N 14.20954 11.45565 10.59998 0.0302 -0.0132 0.0726 -0.072
C 15.54840 10.87746 10.34730 0.3125 -0.2102 -0.4875 0.021
C 13.30018 11.70466 6.78847 -0.4830 0.0628 -1.1522 -0.499
N 12.25318 12.37440 6.18017 1.1288 -0.6511 -1.1888 -0.061
C 12.70569 12.76953 4.88986 -1.4512 -0.3536 2.4073 0.043
C 13.99289 12.35425 4.76373 1.2306 -0.7861 1.0032 0.060
N 14.37931 11.75362 5.91932 0.1358 -0.9877 0.7871 -0.067
C 15.68081 11.10196 6.21427 0.8116 0.6266 -0.5185 0.031
H 11.27568 6.24431 8.32148 0.3005 0.3254 0.3172 0.126
H 12.30758 7.11836 9.56159 -0.5899 0.0085 -0.0496 0.113
H 12.71080 7.21120 7.83225 -0.9665 -0.1987 0.6427 0.116
H 9.00872 7.47526 8.56234 0.1186 -0.0623 0.0087 0.163
H 8.20790 10.06030 8.38612 0.2387 0.1202 -0.0405 0.138
H 11.73840 12.39435 12.52019 -0.2909 0.4472 0.2269 0.144
H 14.50144 12.14706 12.59412 -0.2740 -0.1603 -0.1312 0.177
H 16.23426 11.16130 11.15497 -0.3174 -0.1436 -0.1995 0.125
H 15.91373 11.32251 9.41424 0.0444 -0.1513 0.3000 0.060
H 15.51436 9.76346 10.22240 -0.1946 0.9991 0.3548 0.131
H 12.18626 13.32584 4.12313 -0.5443 0.0868 0.4406 0.153
H 14.67685 12.44099 3.93452 0.0584 0.1456 -0.0895 0.175
H 16.51206 11.59274 5.66686 -0.7778 -0.1825 -0.0747 0.135
H 15.68225 10.03976 5.94440 -0.1776 0.2419 0.2173 0.123
H 15.93365 11.30280 7.25352 -0.2633 -0.3543 0.0629 0.062
Br 6.02979 14.34819 9.35428 0.7035 0.2159 0.1994 0.896
C 7.72676 14.44571 8.52071 -0.6554 -0.6115 -0.0481 -0.635
C 7.83204 15.24176 7.37521 0.4097 0.4281 -0.4097 -0.027
C 8.84144 14.95116 6.42745 -0.5893 -0.4379 0.5351 0.022
C 9.71014 13.92580 6.73931 0.5198 -0.2458 0.1029 -0.124
N 9.74029 13.33612 7.97187 0.9707 -0.4899 -0.3926 -0.114
C 8.73562 13.53296 8.84550 -0.0946 -0.1058 0.1380 -0.146
H 7.09568 16.05462 7.22737 0.4446 -0.6915 -0.1301 0.146
H 8.88740 15.38783 5.42939 -0.1505 0.1257 0.4066 0.142
H 10.42048 13.47432 6.03155 -0.6759 0.8971 0.3238 0.084
H 8.73006 12.88412 9.74605 -0.1431 0.7636 -0.5846 0.132
O 15.93507 16.57409 9.10932 -1.9124 -2.6325 1.0226 -0.027
S 16.09307 14.31508 8.91387 -0.1126 1.0930 1.6794 1.148
O 16.22288 13.95524 10.35191 -0.8048 0.3968 -2.8729 -0.387
N 14.55588 14.02547 8.32912 2.8644 -0.1946 0.6553 -0.158
C 13.58199 14.75007 8.79125 -0.2255 0.2771 0.2344 -0.457
O 12.38132 14.24077 8.50103 -0.9426 -1.5223 0.6574 -0.208
C 13.68159 15.87040 9.65550 -0.6400 -0.2996 -0.1227 -0.075
C 12.58260 16.13921 10.46311 -0.0802 0.2293 0.0635 -0.016
C 12.67152 16.97980 11.52563 -1.0187 0.1713 1.2282 -0.002
C 13.86151 17.66067 11.83776 1.6267 0.5547 -0.3936 0.041
C 14.96844 17.49058 11.01446 -0.6783 0.8685 0.8112 0.066
C 14.88921 16.62163 9.91676 2.2055 0.1338 -1.7403 -0.304
H 11.65941 15.64365 10.30734 -0.6647 -0.4683 -0.2626 0.110
H 11.79424 17.05370 12.18727 0.5414 0.2358 -0.3519 0.144
H 13.94505 18.34297 12.69398 -0.2258 -0.3897 -0.3605 0.150
H 15.90766 18.04565 11.11485 -0.4205 -0.2581 0.2226 0.159
```
Positions in Å, forces in eV/Å.

Computed properties:
- Relative energy (zero: lowest compared OMol25 entry of this formula, charge and spin): 1.567 eV
- HOMO level (alpha / beta): -18.3 / -18.3 eV
- Total charge: +4
- Gap between HOMO and LUMO (alpha / beta): 3.0437 / 3.0374 eV